# C5H9IN

An isolated ion of composition C5H9IN and charge +1 (ωB97M-V/def2-TZVPD, OMol25).

Computed properties:
Lowest unoccupied orbital energy: -4.9 eV
Multiplicity: 1
Total charge: +1
Largest force on an atom: 0.0914 hartree/bohr
SMILES string: CC[N+]#C[C@H](C)I
Gap between HOMO and LUMO: 8.80 eV

Atoms and positions in Å:
C (-0.441, 2.118, 0.365)
C (-0.060, 0.542, 0.417)
C (-1.955, 2.164, -0.249)
C (1.672, -2.460, -0.663)
C (0.725, -1.906, 0.568)
N (0.539, -0.455, 0.677)
I (0.670, 3.389, -0.768)
H (-0.444, 2.290, 1.448)
H (-2.672, 1.719, 0.522)
H (-2.108, 1.585, -1.127)
H (-2.231, 3.166, -0.444)
H (2.647, -2.548, -0.188)
H (1.828, -1.696, -1.426)
H (1.044, -3.263, -0.945)
H (1.031, -2.434, 1.480)
H (-0.245, -2.212, 0.333)

These are the Mulliken partial charges, in e, on atoms 1 to 4:
1. C -0.248
2. C 0.338
3. C -1.197
4. C -0.840